ORCA calculation (ωB97M-V/def2-TZVPD) on a cluster of 10 separate species, C51H98O9S3 in total in a non-equilibrium geometry.

Geometry as XYZ:
```
161
Properties=species:S:1:pos:R:3:forces:R:3
C -1.585 8.180 -1.083 0.3 -0.5 -0.9
C -1.109 8.974 0.117 -0.7 0.2 -0.5
O -1.626 8.220 1.205 0.4 -0.2 3.3
S -0.978 8.542 2.735 1.5 -0.7 -1.7
C -1.930 7.304 3.691 0.6 0.8 -0.5
O 0.469 8.227 2.675 -3.0 0.2 0.3
O -1.352 9.869 3.117 -0.1 -0.2 0.1
H -1.910 8.818 -1.906 0.2 0.1 0.0
H -2.455 7.579 -0.817 -0.1 0.2 0.2
H -0.879 7.452 -1.482 0.3 0.1 0.1
H -0.043 9.137 0.277 0.1 -0.2 -0.5
H -1.626 9.930 0.030 0.2 0.3 0.6
H -1.451 7.250 4.668 0.3 -0.2 -0.2
H -1.880 6.388 3.102 -0.1 0.0 0.3
H -2.939 7.663 3.892 0.0 0.1 -0.6
C 4.727 -2.256 7.219 -0.4 -0.1 -0.5
C 3.375 -2.000 7.842 0.9 -1.3 0.9
O 2.598 -1.067 7.155 -0.3 3.0 -0.6
S 2.781 0.535 7.605 0.9 -0.3 1.6
C 1.495 0.519 8.911 0.1 0.3 -0.5
O 4.147 0.691 8.230 -3.8 -0.2 -2.1
O 2.250 1.392 6.548 1.4 -1.6 1.3
H 5.401 -1.406 7.331 0.0 -0.2 0.0
H 4.539 -2.465 6.166 0.3 0.1 -0.2
H 5.121 -3.182 7.638 0.3 0.2 0.2
H 2.798 -2.923 7.798 -0.1 0.0 0.1
H 3.513 -1.750 8.894 -0.2 0.2 0.1
H 0.598 0.077 8.478 0.2 -0.2 -0.2
H 1.214 1.545 9.151 0.5 0.0 0.1
H 1.809 -0.036 9.794 0.2 0.1 -0.2
C 0.040 -2.160 0.258 0.4 -1.7 2.0
C 0.172 -0.699 -0.021 0.2 -1.2 -2.2
O -0.716 0.015 0.796 -1.4 1.7 -0.3
S -1.081 1.554 0.328 1.8 2.3 0.9
C 0.408 2.383 1.183 -0.7 -0.7 -0.5
O -0.854 1.806 -1.111 -1.1 -1.2 2.7
O -2.295 1.986 1.041 2.1 -1.4 -1.7
H 0.469 -2.855 -0.464 0.1 0.5 -0.4
H -0.932 -2.574 0.526 -0.6 0.7 -0.7
H 0.530 -2.413 1.198 0.6 0.1 0.1
H 1.213 -0.384 0.047 0.0 0.3 0.5
H -0.072 -0.614 -1.080 -0.3 0.7 0.0
H 0.587 1.987 2.182 -0.7 0.1 0.1
H 0.256 3.463 1.190 -0.1 -0.2 0.0
H 1.326 2.137 0.649 -0.3 0.0 -0.5
C -4.355 4.094 6.827 -1.1 0.0 -2.2
C -4.367 4.612 8.069 0.5 0.0 2.8
C -5.516 5.113 8.681 -1.4 -0.2 -0.4
C -6.711 5.231 7.967 1.9 -0.3 -0.7
C -6.631 4.869 6.608 -1.0 -0.6 -0.1
C -5.521 4.230 6.059 0.4 0.4 0.8
H -3.555 3.585 6.310 0.5 0.1 0.6
H -3.532 4.496 8.745 0.4 0.0 -0.2
H -5.614 5.266 9.746 0.7 0.3 0.1
H -7.596 5.558 8.494 -0.2 0.1 -0.4
H -7.522 4.925 6.001 -0.1 0.1 -0.1
H -5.471 3.805 5.068 -0.5 0.2 -0.2
C -2.563 -3.745 7.373 -0.6 -1.8 0.8
C -3.896 -3.496 7.588 -1.0 0.7 -0.5
C -4.495 -2.321 7.097 0.2 -0.6 0.6
C -3.710 -1.397 6.439 1.1 -0.9 -0.3
C -2.377 -1.755 6.144 -0.4 0.1 -0.3
C -1.788 -2.951 6.603 0.1 2.3 -0.9
H -2.243 -4.700 7.762 0.6 0.0 0.0
H -4.447 -4.317 8.023 -0.4 0.3 0.3
H -5.550 -2.109 7.195 -0.1 -0.2 0.3
H -4.139 -0.477 6.069 0.1 0.0 -0.1
H -1.888 -1.123 5.416 0.5 0.1 0.2
H -0.769 -3.195 6.343 0.0 0.0 0.0
C 2.112 -6.810 5.061 2.6 0.9 1.5
C 2.544 -7.144 6.371 0.4 1.5 -2.0
C 1.846 -8.047 7.092 0.7 -0.2 1.4
C 0.703 -8.626 6.589 -0.5 -0.4 0.2
C 0.285 -8.247 5.344 -1.0 -1.0 0.2
C 1.053 -7.423 4.565 -2.4 -0.7 -1.8
H 2.619 -6.086 4.441 0.4 0.0 0.1
H 3.453 -6.681 6.725 0.0 0.0 0.3
H 2.247 -8.228 8.079 -0.3 -0.5 0.2
H 0.164 -9.399 7.117 -0.1 0.2 0.3
H -0.672 -8.591 4.981 0.1 -0.3 -0.2
H 0.750 -7.333 3.533 0.0 0.5 -0.1
C -1.948 -6.631 -2.331 -0.4 0.7 0.6
C -0.824 -7.696 -2.324 -2.3 0.8 -0.4
C 0.009 -7.579 -3.514 3.5 -0.3 -0.8
C 0.898 -8.844 -3.747 -0.2 0.5 0.3
C 2.003 -9.150 -2.705 0.1 0.2 -0.9
C 3.152 -8.124 -2.639 -0.4 -0.4 0.9
H -2.592 -6.682 -3.209 -0.1 -0.8 -0.1
H -1.740 -5.563 -2.378 1.2 0.1 0.2
H -2.588 -6.660 -1.449 -0.1 -0.5 0.0
H -0.190 -7.742 -1.438 -0.4 0.0 0.2
H -1.371 -8.618 -2.520 0.0 -0.5 0.9
H 0.816 -6.864 -3.352 -0.2 0.8 0.2
H -0.434 -7.215 -4.440 -0.6 -0.5 0.1
H 0.304 -9.758 -3.759 -0.3 0.0 -0.6
H 1.368 -8.608 -4.702 0.2 -0.8 -0.2
H 1.574 -9.390 -1.732 -0.1 0.6 0.3
H 2.418 -10.124 -2.964 0.2 0.0 -0.4
H 3.840 -8.463 -1.865 0.1 0.1 0.1
H 3.758 -8.015 -3.539 -0.4 -0.1 -0.2
H 2.776 -7.151 -2.320 0.1 0.1 -0.1
C 9.813 8.476 -4.973 0.2 -2.0 1.8
C 8.617 7.404 -4.933 0.7 1.9 -0.8
C 7.634 7.357 -3.703 0.0 -0.2 -0.9
C 6.346 6.622 -4.090 0.0 -0.7 0.0
C 5.203 6.580 -3.021 0.6 0.9 -1.5
C 4.092 5.545 -3.291 0.5 -1.2 1.6
H 10.502 8.413 -5.815 -0.8 0.1 -0.7
H 10.482 8.036 -4.234 0.3 0.7 0.7
H 9.600 9.510 -4.701 -0.3 -0.2 -0.1
H 8.179 7.641 -5.902 -1.2 -0.4 0.2
H 9.086 6.430 -5.072 -0.1 -0.1 0.2
H 7.286 8.310 -3.305 0.6 0.4 -0.1
H 8.113 6.796 -2.900 0.1 0.2 0.2
H 6.000 7.075 -5.019 -0.4 0.1 0.0
H 6.643 5.619 -4.397 -0.2 -0.4 0.1
H 5.601 6.569 -2.006 0.2 -1.1 0.1
H 4.845 7.609 -2.986 -0.7 0.1 -0.4
H 3.573 5.363 -4.233 0.1 1.3 -0.2
H 4.452 4.528 -3.132 0.9 -0.2 0.0
H 3.405 5.536 -2.445 -0.6 0.6 -0.3
C 1.524 -2.208 -5.944 -0.7 -0.9 1.6
C 2.463 -1.871 -7.041 0.6 1.4 0.1
C 3.396 -0.645 -6.720 1.3 -0.6 -0.9
C 4.284 -0.198 -7.940 -0.9 -2.0 1.2
C 4.699 1.207 -7.920 -2.4 1.7 0.1
C 5.014 1.634 -9.284 2.7 0.6 -1.8
H 2.041 -2.637 -5.086 0.2 0.0 0.2
H 0.836 -2.994 -6.255 -0.1 0.0 -0.1
H 0.915 -1.408 -5.523 0.1 0.3 -0.4
H 3.015 -2.783 -7.267 0.3 0.2 -0.3
H 1.807 -1.642 -7.881 0.4 0.2 -0.5
H 4.130 -0.812 -5.932 -0.3 -0.6 0.5
H 2.852 0.231 -6.367 -0.5 -0.1 -0.2
H 5.232 -0.715 -8.086 -0.1 -0.9 0.4
H 3.669 -0.505 -8.786 0.2 0.7 -0.6
H 3.815 1.827 -7.772 -0.5 0.0 0.8
H 5.355 1.567 -7.127 0.5 -0.6 -0.2
H 4.227 1.494 -10.025 -0.4 0.6 0.4
H 5.469 2.623 -9.233 -0.6 0.5 -0.5
H 5.826 1.079 -9.754 0.3 -0.5 0.2
C -5.212 -1.000 -3.318 -1.4 0.1 -0.3
C -6.098 -1.584 -4.450 0.8 -0.8 -0.8
C -7.425 -0.881 -4.605 -0.2 0.8 -1.4
C -8.306 -1.266 -5.828 0.5 -2.6 1.2
C -9.543 -0.473 -6.178 1.6 1.0 -0.8
C -10.818 -0.897 -5.568 -0.8 0.3 0.4
H -4.135 -1.142 -3.400 -0.2 -0.3 -0.1
H -5.608 -1.368 -2.372 0.4 -0.2 0.2
H -5.426 0.069 -3.282 0.3 0.2 -0.1
H -5.599 -1.542 -5.418 0.4 0.4 -0.1
H -6.231 -2.663 -4.377 -0.1 -0.2 0.6
H -7.151 0.114 -4.956 -0.1 0.8 1.3
H -7.960 -0.991 -3.662 -0.3 0.7 -0.1
H -7.665 -1.456 -6.688 0.1 0.4 -0.1
H -8.643 -2.265 -5.553 -0.3 -0.5 -0.3
H -9.300 0.569 -5.970 -0.3 0.3 0.1
H -9.670 -0.516 -7.260 0.1 0.0 -0.1
H -11.607 -0.318 -6.048 -0.3 -0.2 0.0
H -10.972 -1.960 -5.752 -0.2 0.0 0.3
H -10.874 -0.637 -4.510 0.0 -0.4 0.2
```
Positions in Å, forces in eV/Å.

Results
SMILES string = CCOS(C)(=O)=O.CCOS(C)(=O)=O.CCOS(C)(=O)=O.c1ccccc1.c1ccccc1.c1ccccc1.CCCCCC.CCCCCC.CCCCCC.CCCCCC
HOMO = -9.3 eV